1.
Computed, not measured: 2 unconnected molecules or ions with the total composition C3H6NO2 at a distorted geometry, with wB97M-V/def2-TZVPD.

Geometry as XYZ:
```
12
Properties=species:S:1:pos:R:3:nbo_charge:R:1
C -2.078 1.142 -0.436 -0.70
C -1.107 0.296 -0.786 0.11
N -0.730 -0.825 -0.074 -0.81
H -2.334 1.579 0.494 0.18
H -2.831 1.221 -1.178 0.18
H -0.636 0.380 -1.723 0.16
H -1.165 -0.718 0.813 0.34
H 0.365 -0.872 -0.091 0.44
O 2.897 -1.699 1.265 -0.73
C 2.651 -0.602 0.757 0.66
O 1.777 -0.337 -0.176 -0.83
H 3.192 0.437 1.134 -0.01
```

- Charge: -1
- Multiplicity: 1
- Total energy: -323.13492 a.u.
- LUMO energy: 4.33 eV

---

2.
Computed, not measured: a molecular structure, C12H18InN7O4, with wB97M-V/def2-TZVPD.

Geometry as XYZ:
```
42
Properties=species:S:1:pos:R:3:nbo_charge:R:1
In 0.731 0.467 -0.164 1.79
O -3.279 1.672 -1.622 -0.61
C -2.274 1.004 -1.128 0.81
O -1.678 1.282 -0.104 -0.62
C -1.905 -0.215 -1.924 0.10
C -2.666 -0.715 -2.970 -0.14
C -2.264 -1.906 -3.557 -0.11
C -1.144 -2.564 -3.062 -0.17
C -0.442 -1.983 -2.017 0.07
N -0.807 -0.819 -1.482 -0.46
C 0.759 -2.572 -1.320 0.80
O 1.215 -3.751 -1.644 -0.58
O 1.294 -1.937 -0.427 -0.61
H -3.478 2.459 -1.083 0.54
H -3.548 -0.188 -3.303 0.28
H -2.825 -2.327 -4.381 0.27
H -0.845 -3.505 -3.503 0.24
H 0.712 -4.203 -2.337 0.52
N -0.076 -0.485 1.687 -0.87
C -0.678 0.394 2.746 -0.23
C 0.302 1.393 3.329 -0.45
C 0.713 2.513 2.388 -0.23
N 1.624 1.997 1.315 -0.88
H -0.800 -1.131 1.376 0.41
H 0.636 -1.082 2.108 0.42
H -1.081 -0.247 3.529 0.23
H -1.511 0.919 2.280 0.23
H 1.187 0.887 3.732 0.21
H -0.184 1.847 4.194 0.27
H 1.224 3.304 2.935 0.24
H -0.150 2.969 1.903 0.22
H 2.457 1.635 1.778 0.40
H 1.950 2.797 0.768 0.43
N 2.869 0.206 -0.942 -1.06
H 3.422 -0.567 -0.578 0.42
H 3.417 1.058 -0.840 0.42
H 2.800 0.065 -1.949 0.42
N 0.666 1.919 -1.719 -0.81
C 0.219 2.995 -1.481 0.66
N -0.247 4.128 -1.220 -0.59
C 0.354 4.696 -0.166 0.41
N 0.824 5.144 0.789 -0.39
```

- Charge: +2
- Multiplicity: 1
- Total energy: -1342.02336 a.u.
- LUMO energy: -7.48 eV

---

3.
Computed, not measured: a single C22H20N4O8S2 molecule at a distorted geometry, with wB97M-V/def2-TZVPD.

Geometry as XYZ:
```
56
Properties=species:S:1:pos:R:3:nbo_charge:R:1
N -4.379 -1.082 1.133 -0.85
C -4.047 -2.085 0.181 0.64
O -4.883 -2.671 -0.384 -0.56
C -2.673 -2.360 -0.079 -0.03
C -1.809 -2.703 0.843 -0.21
C -0.573 -2.899 0.763 0.09
N -0.173 -3.049 -0.382 -0.24
C -0.938 -2.685 -1.692 0.14
C -2.299 -2.395 -1.448 -0.13
H -2.871 -2.307 -2.197 0.22
H -0.557 -2.541 -2.545 0.21
C 1.214 -3.173 -0.900 -0.29
C 2.289 -2.410 -0.385 -0.17
C 2.520 -0.956 -0.861 0.17
N 3.298 -0.120 -0.442 -0.39
C 3.210 1.320 -0.290 0.70
O 3.849 1.793 -1.278 -0.70
C 3.434 1.391 1.211 -0.15
N 2.290 1.895 1.611 -0.57
C 1.184 1.933 0.872 0.73
O 1.519 1.723 -0.528 -0.56
C -0.276 2.194 1.310 -0.41
C -1.092 2.967 0.334 -0.04
C -2.055 3.787 1.029 -0.15
C -2.913 4.581 -0.169 -0.18
C -2.855 4.228 -1.306 -0.23
C -2.035 3.135 -1.876 -0.17
C -1.088 2.803 -1.127 -0.20
H -0.524 1.903 -1.436 0.26
H -2.033 3.111 -2.869 0.21
H -3.646 4.842 -1.958 0.21
H -3.639 5.070 0.407 0.21
H -1.946 3.935 1.945 0.17
H -0.282 2.213 2.187 0.18
S -0.799 0.227 1.042 2.28
O 0.029 -0.177 2.112 -0.99
O -0.441 -0.167 -0.465 -0.91
O -2.185 0.427 1.602 -0.96
H 1.966 1.697 2.670 0.42
H 4.144 2.222 1.607 0.24
C 3.833 -0.141 1.228 -0.04
H 4.680 -0.234 1.373 0.13
S 2.756 -1.194 2.240 0.17
C 2.902 -2.684 1.049 -0.44
H 2.404 -3.336 1.457 0.16
H 4.172 -2.803 0.859 0.23
C 2.090 -0.855 -2.255 0.79
O 1.412 -1.672 -2.834 -0.60
O 2.494 0.396 -3.031 -0.71
H 2.897 1.025 -2.381 0.50
H 1.541 -4.178 -0.353 0.19
H 1.471 -3.333 -1.928 0.30
H 0.389 -2.876 1.407 0.26
H -2.085 -2.525 2.121 0.25
H -5.266 -0.856 1.310 0.38
H -3.624 -0.350 1.500 0.45
```

- Multiplicity: 1
- Total energy: -2466.87896 a.u.
- LUMO energy: -1.18 eV

---

4.
Computed, not measured: 2 unconnected molecules or ions with the total composition C5H15NO at a distorted geometry, with wB97M-V/def2-TZVPD.

Geometry as XYZ:
```
22
Properties=species:S:1:pos:R:3:nbo_charge:R:1
C 0.108 1.527 2.139 -0.60
C -0.965 0.870 1.321 -0.41
C -0.611 0.601 -0.127 -0.24
N 0.698 -0.088 -0.185 -0.46
C 0.608 -1.543 -0.007 -0.41
C 1.604 0.430 -1.245 -0.40
H 0.962 0.932 2.425 0.21
H 0.559 2.399 1.656 0.20
H -0.351 1.935 3.049 0.20
H -1.818 1.543 1.492 0.21
H -1.360 -0.063 1.820 0.19
H -0.618 1.503 -0.767 0.19
H -1.469 0.142 -0.648 0.21
H 1.393 -1.952 0.639 0.20
H 0.842 -2.021 -0.970 0.14
H -0.416 -1.827 0.228 0.22
H 1.343 1.464 -1.510 0.21
H 2.557 0.287 -0.752 0.20
H 1.525 -0.167 -2.164 0.16
O -1.727 -1.714 -1.960 -0.94
H -2.089 -2.488 -2.388 0.47
H -0.774 -1.768 -2.047 0.47
```

- Multiplicity: 1
- Total energy: -329.44335 a.u.
- LUMO energy: 0.77 eV

---

5.
Computed, not measured: a molecular structure, C3H7FNO at a distorted geometry, with wB97M-V/def2-TZVPD.

Geometry as XYZ:
```
13
Properties=species:S:1:pos:R:3:nbo_charge:R:1
C 0.408 -0.948 -1.467 0.50
C 1.200 0.575 0.606 -0.19
C -1.309 0.030 -0.105 -0.50
N -0.014 -0.715 -0.151 0.04
O 0.041 -0.350 -2.424 -0.40
F -0.003 -1.892 0.708 -0.16
H 0.979 -1.936 -1.476 0.18
H 0.839 1.407 -0.025 0.24
H 0.995 0.530 1.606 0.23
H 2.130 0.085 0.277 0.24
H -1.325 0.825 -0.957 0.30
H -2.087 -0.739 -0.364 0.26
H -1.578 0.461 0.918 0.27
```

- Charge: +1
- Multiplicity: 1
- Total energy: -347.93177 a.u.
- LUMO energy: -5.70 eV

---

6.
Computed, not measured: a single C14H19N3O4 molecule at a distorted geometry, with wB97M-V/def2-TZVPD.

Geometry as XYZ:
```
40
Properties=species:S:1:pos:R:3:nbo_charge:R:1
N -5.827 -0.140 -0.785 -0.88
C -5.493 -1.334 -0.087 0.70
O -6.238 -2.270 0.057 -0.61
C -4.067 -1.443 0.744 -0.51
C -2.827 -0.916 -0.038 -0.43
C -2.512 0.623 0.234 -0.15
N -3.399 1.592 -0.461 -0.86
C -1.061 0.944 -0.077 0.65
O -0.820 1.529 -1.135 -0.62
N -0.191 0.468 0.772 -0.61
C 1.173 0.540 0.697 -0.12
C 1.737 -0.598 -0.308 -0.41
C 3.246 -0.822 -0.219 -0.04
C 4.206 -0.127 -1.010 -0.22
C 5.472 -0.536 -0.927 -0.21
C 5.987 -1.742 -0.248 -0.22
C 5.010 -2.340 0.517 -0.22
C 3.708 -1.738 0.655 -0.21
C 1.708 2.055 0.470 0.80
O 2.571 2.467 -0.244 -0.58
O 0.980 2.799 1.313 -0.70
H -6.714 -0.183 -1.326 0.41
H -5.286 0.686 -0.639 0.43
H -3.966 -2.551 1.117 0.25
H -4.200 -0.878 1.690 0.22
H -2.977 -1.124 -1.151 0.23
H -1.840 -1.556 0.035 0.24
H -2.724 1.054 1.205 0.21
H -2.998 2.581 -0.255 0.39
H -3.370 1.268 -1.669 0.38
H -0.417 0.619 1.935 0.42
H 1.596 0.376 1.651 0.22
H 1.068 -1.516 -0.009 0.22
H 1.425 -0.316 -1.305 0.24
H 4.036 0.848 -1.567 0.25
H 6.247 -0.085 -1.535 0.21
H 6.947 -2.530 -0.481 0.24
H 5.225 -3.269 1.022 0.21
H 2.965 -2.237 1.310 0.20
H 1.236 3.772 0.950 0.51
```

- Multiplicity: 1
- Total energy: -1009.98961 a.u.
- LUMO energy: 0.07 eV